# 1
DFT (ωB97M-V/def2-TZVPD) results for Br2H2O2Si in the gas phase in a non-equilibrium geometry.

The geometry in XYZ format:
```
7
Properties=species:S:1:pos:R:3:forces:R:3
O -0.566427 1.202305 -0.638116 -0.5296 -1.9825 2.6131
Si 0.202887 -0.231348 0.329894 -2.7712 4.1802 -1.7877
O 1.000581 -1.016178 -0.786627 1.4862 -1.6260 3.7332
Br 1.396628 0.674401 1.888474 0.2800 -0.1365 0.2026
Br -1.446462 -1.386537 1.129169 -0.1967 -0.3106 0.3002
H -1.455004 1.565481 -0.277798 2.3793 -1.1669 -0.6968
H 0.867798 -0.808124 -1.644996 -0.6481 1.0423 -4.3645
```
Positions in Å, forces in eV/Å.

The HOMO energy is -10.824 eV. Its energy relative to the best compared isomer or geometry (same formula, charge and spin) is 22.8 kcal/mol. As for the frontier orbital gap: 11.08 eV. Its total energy is -5589.3688 Eh. The LUMO energy is 0.257 eV.

# 2
DFT (ωB97M-V/def2-TZVPD) results for a molecular structure, H2IPS in a non-equilibrium geometry.

The geometry in XYZ format:
```
5
Properties=species:S:1:pos:R:3:forces:R:3
P -0.142664 -0.907408 0.073239 1.9350 1.2957 -1.7316
S -1.399042 0.745264 -0.056165 0.6097 -0.0347 2.5311
I 2.834581 -0.054931 -0.035029 -1.8840 -0.4029 0.2186
H 0.093315 -0.646117 -1.347146 -0.1976 -0.9340 0.7246
H -1.386192 0.863193 1.365103 -0.4631 0.0759 -1.7427
```
Positions in Å, forces in eV/Å.

The HOMO energy (alpha / beta) is -9.001 / -9.002 eV. Its energy relative to the best compared isomer or geometry (same formula, charge and spin) is 11.0 kcal/mol. As for the frontier orbital gap (alpha / beta): 6.88 / 6.88 eV. Its total energy is -1038.4003 Eh. The LUMO energy (alpha / beta) is -2.121 / -2.120 eV.

# 3
DFT (ωB97M-V/def2-TZVPD) results for 11 unconnected molecules or ions with the total composition C22H66O22 in a non-equilibrium geometry.

The geometry in XYZ format:
```
110
Properties=species:S:1:pos:R:3:forces:R:3
O -3.272920 0.757300 6.247540 1.0844 0.6263 -1.4973
C -3.949540 0.796240 7.463050 -0.2162 -0.8163 -0.3879
C -3.593200 2.038000 8.238520 -1.5460 -0.7999 0.8853
O -2.413110 1.959970 8.948100 1.7538 0.1524 0.4703
H -3.631170 0.111710 5.633960 -0.1072 -0.0461 0.2307
H -5.019260 0.719440 7.268350 -0.3111 0.3767 0.2775
H -3.661730 -0.119260 7.979890 -0.0777 0.1434 0.8266
H -4.286720 2.007020 9.078870 -0.6460 0.4207 -0.1875
H -3.758410 2.960920 7.682620 0.2213 0.0017 -0.2389
H -1.618160 2.075500 8.422440 -0.0464 0.0055 -0.4125
O 4.686380 -2.771530 13.974810 -0.0708 0.4437 0.4768
C 3.474510 -3.205280 14.591830 0.2824 -0.9665 -0.9671
C 3.647850 -4.629670 15.157450 0.1724 1.0690 0.0365
O 4.635350 -4.649190 16.186230 -0.4830 -0.1813 0.0599
H 5.020640 -3.529570 13.489790 0.1400 0.0048 -0.0826
H 3.139940 -2.486650 15.339990 0.4671 -0.0023 0.2745
H 2.699390 -3.171970 13.826200 -0.3493 -0.3587 -0.0124
H 4.032140 -5.338750 14.424220 -0.2019 0.1494 -0.4282
H 2.656290 -4.974720 15.450440 0.0000 -0.1988 0.5218
H 4.723120 -3.758720 16.534020 0.0302 0.0670 0.0870
O 1.344040 -2.540540 8.568190 0.0846 -0.4760 0.4485
C 0.089360 -2.236960 9.164190 -0.6435 0.2127 -0.4475
C -0.720150 -3.475720 9.406230 0.7519 -0.6962 -0.0302
O -0.173550 -4.253720 10.486440 -0.5030 0.1837 -0.5373
H 1.997690 -1.874890 8.794590 -0.0345 0.0866 0.0999
H 0.130260 -1.724820 10.125510 0.4189 0.4037 -0.1562
H -0.475480 -1.689870 8.409370 -0.2061 0.6430 0.2345
H -0.695190 -4.040570 8.474340 -0.1229 -0.3368 -0.0779
H -1.765000 -3.237860 9.605810 0.1285 0.0944 0.2999
H 0.557950 -4.732860 10.090290 0.1885 -0.0633 0.1805
O 3.075870 8.016320 12.538230 -0.1986 0.1070 -0.4820
C 2.437410 8.988270 13.354550 -0.5126 -0.1026 1.2507
C 1.271390 9.673600 12.631680 1.2942 -0.8191 -0.9105
O 0.115670 8.871270 12.435450 0.3115 0.2329 0.4790
H 3.919080 7.830670 12.957910 0.0269 -0.1751 -0.1252
H 2.084660 8.483770 14.254070 -0.2732 0.0022 0.2305
H 3.186790 9.705580 13.689210 -0.1250 0.4672 -0.1481
H 1.750740 9.795990 11.660420 -0.2410 0.7886 -0.4269
H 1.006430 10.644090 13.051260 -0.0646 -0.2692 0.1502
H 0.373850 8.222770 11.776360 -0.2277 -0.2541 -0.0278
O 5.573040 3.098880 16.223760 -0.6114 0.5192 0.7742
C 4.717890 4.057560 16.891960 1.4013 0.0950 0.4984
C 5.459670 4.644290 18.161280 0.7581 0.2665 -1.7749
O 6.833520 5.045110 17.821690 -1.1927 -0.6696 0.0386
H 5.120190 2.853290 15.413690 -0.0021 -0.1294 -0.0963
H 4.440600 4.826400 16.170790 0.1606 0.3540 0.1614
H 3.788760 3.605070 17.238480 -0.0553 -0.1870 0.1261
H 5.443790 3.904550 18.961680 0.0837 0.0202 -0.0066
H 4.980820 5.577540 18.457650 -0.5549 -0.2756 0.2088
H 7.334650 5.070950 18.640100 -0.0018 -0.0156 0.0410
O 11.643790 -0.402790 14.608870 -0.6388 -0.5740 -1.0615
C 10.885480 -0.941780 13.492940 0.3097 -0.1850 0.2839
C 10.465380 0.085370 12.517880 -0.0259 0.3350 1.3281
O 11.563550 0.548530 11.797840 -0.1819 0.4002 -1.2972
H 10.974310 0.063750 15.114580 0.1469 0.2153 0.3626
H 11.517090 -1.591350 12.886940 0.0954 -0.6107 0.7273
H 9.930650 -1.377780 13.786700 0.3220 -0.7382 0.6031
H 10.008100 0.849690 13.146220 -0.3368 0.7082 -0.3440
H 9.670730 -0.408580 11.958730 0.3327 0.4716 -0.9344
H 12.296760 0.708810 12.396440 -0.0533 0.0006 0.2904
O 3.567540 1.124800 12.022200 -0.0488 0.2607 0.0342
C 4.350740 1.936010 11.131590 -0.3017 -1.5455 0.1315
C 4.120440 1.466080 9.702560 -1.1243 0.3426 -0.0386
O 4.583980 0.125820 9.508800 -0.1323 0.6209 0.2214
H 3.791710 0.197970 11.911190 0.2096 -0.1397 -0.1677
H 3.964320 2.926130 11.373320 0.6750 0.2344 -0.4812
H 5.403890 1.723990 11.316020 0.3069 0.7783 0.4622
H 4.527070 2.100370 8.914890 0.2384 0.3156 0.2161
H 3.036640 1.494060 9.589840 -0.1012 -0.3687 -0.3232
H 5.516230 0.255470 9.319850 0.2955 -0.5167 -0.0612
O 4.977180 1.205940 2.974230 0.5433 -0.0193 -1.0456
C 4.382390 1.377340 4.224390 0.1945 -0.1985 0.5907
C 3.087610 0.627620 4.280590 -0.2411 -0.2051 0.9609
O 2.120010 1.177130 3.402670 0.2864 -0.0780 0.0276
H 4.551290 1.800140 2.352010 0.0891 0.1048 -0.0904
H 5.067330 0.952200 4.958020 0.0672 -0.0144 0.0789
H 4.274510 2.438680 4.448020 -0.2784 0.0977 0.1519
H 2.731330 0.612170 5.310600 -0.3939 0.2666 -0.0298
H 3.245020 -0.417570 4.014320 0.2706 -0.1401 -0.0233
H 2.499740 0.901440 2.565180 -0.5476 0.2015 -0.5759
O -0.702890 5.791390 8.991110 0.5610 1.0235 -0.0860
C 0.609290 5.882680 8.400910 -0.7967 -1.8562 -1.0041
C 0.494730 5.213850 7.004950 0.4299 -0.2895 -0.3098
O 0.518280 3.766990 7.132890 -0.2051 0.7284 0.4737
H -0.914170 4.856160 8.943070 -0.1917 -0.1832 0.1407
H 1.022380 6.885270 8.290140 -0.6408 0.1445 0.3276
H 1.245010 5.282210 9.051600 0.5928 0.1187 -0.2640
H 1.242910 5.484730 6.260000 0.6463 0.2710 0.4204
H -0.425700 5.528980 6.513410 -0.4083 0.0648 0.4112
H 0.357810 3.404620 6.258510 -0.0430 -0.1160 -0.0737
O 8.447880 2.313750 8.389710 -0.6559 0.1532 0.4946
C 8.528570 3.745070 8.338890 -0.4324 -0.5290 -0.7378
C 9.513750 4.290260 9.297440 1.7341 0.4360 -0.0711
O 10.897520 3.968690 8.920580 -1.4604 0.3968 0.4491
H 9.155560 1.875160 7.911770 0.1114 0.3779 -0.1707
H 8.677000 4.048390 7.302520 0.4820 0.1995 -0.0114
H 7.569000 4.191040 8.600490 -0.3620 -0.5264 0.1758
H 9.271590 3.983160 10.314860 0.1852 -0.4665 0.0616
H 9.442200 5.377320 9.333270 0.1800 0.0842 -0.3046
H 10.952670 3.010310 8.927910 0.1695 -0.1749 0.1709
O 7.610990 -3.487620 8.886140 -0.3280 -0.2546 -0.9992
C 7.121690 -4.060090 7.643180 0.2924 -1.4455 0.9516
C 7.800710 -5.458970 7.415510 1.5647 1.4652 -0.5190
O 7.087910 -6.478370 8.010540 -1.4189 -1.1760 0.4831
H 7.206660 -4.083710 9.520800 0.2125 0.1878 0.5482
H 6.085360 -4.335780 7.838420 -0.3378 0.2919 -0.5109
H 7.188670 -3.331920 6.834860 0.2999 -0.1765 0.1399
H 8.774600 -5.475680 7.904760 0.3201 0.7048 0.0477
H 8.035500 -5.744610 6.390140 -0.3727 0.5766 -0.4392
H 7.149480 -7.233580 7.421080 -0.2392 -0.1486 0.3007
```
Positions in Å, forces in eV/Å.

The HOMO energy is -10.014 eV. Its energy relative to the best compared isomer or geometry (same formula, charge and spin) is 106.4 kcal/mol. As for the frontier orbital gap: 10.16 eV. Its total energy is -2532.7779 Eh. The LUMO energy is 0.141 eV.

# 4
DFT (ωB97M-V/def2-TZVPD) results for a molecular structure, C32H22N5O3W in a non-equilibrium geometry.

The geometry in XYZ format:
```
63
Properties=species:S:1:pos:R:3:forces:R:3
W 0.208666 0.200510 -0.296293 0.7156 -0.1446 0.0787
C -2.256762 2.651770 -2.939956 0.3909 -0.4722 -1.8386
C -1.519441 2.233823 -1.853337 0.7596 -0.4139 1.3131
N -1.075664 0.962943 -1.687743 -1.5014 0.2810 -1.3156
C -1.521195 0.017875 -2.589243 0.7591 0.1651 1.6936
C -2.180221 0.399420 -3.744758 -0.1541 -0.7322 -0.4561
C -2.496594 1.728000 -3.991420 0.4384 1.7292 1.6843
C -2.513693 -0.652864 -4.586544 -0.2105 -0.6874 -1.7505
C -2.169369 -1.940131 -4.318396 -0.4806 -1.0610 -0.1720
C -1.552698 -2.311165 -3.118071 -0.1888 -0.0433 1.1601
C -1.283389 -1.318101 -2.197275 0.4968 0.2905 0.3343
N -0.702079 -1.406813 -0.846694 -1.6823 -0.5060 -1.3254
C -0.732208 -2.602146 -0.077713 0.1291 -0.0532 -0.8150
C -1.494329 -3.742786 -0.278557 -0.6190 1.0945 0.0148
C -1.276705 -4.851659 0.536613 0.1041 -0.4186 0.2885
C -0.240277 -4.818253 1.444701 -0.4901 -2.1274 0.6240
C 0.589256 -3.727422 1.629132 -0.0857 2.6889 -0.9477
C 1.749475 -3.628071 2.392379 0.7242 0.2785 0.0653
C 2.529672 -2.461638 2.385743 -0.2357 -1.4613 0.6309
C 2.053510 -1.368841 1.705774 0.5484 0.4873 0.1321
N 0.944820 -1.350326 0.943970 0.1811 -0.9918 0.8276
C 0.267336 -2.555255 0.885403 -0.1042 -0.3186 -0.2127
H -2.439184 3.701068 -3.142609 -0.1964 -0.0651 0.4998
H -1.198635 2.829918 -1.001408 -0.3546 0.6615 -0.4656
H -2.880122 2.095012 -4.937719 -0.2097 -0.2981 0.0802
H -3.013197 -0.487016 -5.529935 -0.1798 0.3314 0.0168
H -2.492733 -2.745559 -4.989855 0.2979 0.4705 0.1718
H -1.447850 -3.357521 -2.853874 0.2939 0.1157 -0.2901
H -2.354475 -3.715141 -0.951604 0.4313 -0.1364 0.0711
H -1.926938 -5.735441 0.431236 0.5188 0.5301 0.1609
H -0.046472 -5.690310 2.077489 -0.1183 0.1724 -0.3140
H 2.032672 -4.514270 2.912130 0.5088 -0.3823 0.5674
H 3.495526 -2.398148 2.929802 -0.9441 -0.0472 -0.4147
H 2.659084 -0.492516 1.809231 -0.1307 0.5377 -0.2688
O -2.556374 3.088506 1.608469 -0.1240 -0.0954 -0.5293
C -2.430054 2.541097 2.831540 0.3073 -0.4739 0.5113
C -3.478324 2.601722 3.741461 0.0697 -0.2973 -0.0343
C -3.243250 2.049212 4.990968 0.5851 0.7156 0.5992
C -1.940054 1.650741 5.386955 -0.7528 -0.8680 0.3555
C -0.889017 1.550776 4.497073 -0.8922 0.1837 -0.5925
C -1.193800 1.924358 3.154190 -0.5364 0.5090 1.3704
C -0.296525 1.630238 2.109186 1.3270 0.6116 -0.5401
O -0.840462 1.078602 1.000513 0.0282 -0.8955 -0.7578
N 0.982656 1.819518 2.067706 -0.1618 0.0602 1.2039
N 1.517874 1.354358 0.899426 0.7931 0.6891 -0.9914
C 2.692201 1.907897 0.567930 -0.9903 -0.6450 -0.8249
C 3.383661 1.668915 -0.688838 -0.6640 0.1878 1.4537
C 4.532014 2.412916 -0.993886 0.8478 -0.4954 -0.1833
C 5.233274 2.144809 -2.163861 0.0398 -0.9211 0.1474
C 4.935662 0.999843 -2.934439 -0.8267 1.4485 1.0592
C 3.766469 0.278034 -2.634544 0.2278 0.6731 0.2287
C 2.950532 0.668926 -1.585884 -0.4097 0.2865 -0.3982
O 1.628379 0.185380 -1.447362 2.0726 0.4793 -0.1009
H -3.481761 3.348759 1.507724 0.0846 0.1890 -0.1949
H -4.430256 3.047438 3.401319 0.4785 -0.3323 0.5483
H -4.000889 2.030962 5.781149 0.0789 0.0097 -0.5519
H -1.894959 1.245900 6.399328 0.4613 0.3010 -0.2549
H 0.084014 1.116536 4.762231 -0.5183 0.3066 -0.1398
H 3.053634 2.611272 1.314470 0.2094 0.0769 -0.2009
H 5.028315 3.089150 -0.293640 -0.7258 0.0538 -0.0548
H 6.103910 2.743330 -2.366937 0.1558 0.0522 -0.2530
H 5.541597 0.791694 -3.800202 0.0358 -0.3875 -0.0560
H 3.525747 -0.529836 -3.262644 -0.6128 -0.8963 -0.6470
```
Positions in Å, forces in eV/Å.

Its net charge is +3. The HOMO energy is -15.828 eV. Its energy relative to the best compared isomer or geometry (same formula, charge and spin) is 10.9 kcal/mol. As for the frontier orbital gap: 4.74 eV. Its total energy is -1798.3127 Eh. The LUMO energy is -11.087 eV.

Q: Which value of energy relative to the best compared isomer or geometry (same formula, charge and spin) does entry 3 give?
A: 106.4 kcal/mol

Q: Which of these has the highest energy relative to the best compared isomer or geometry (same formula, charge and spin)?
A: C22H66O22